[1]
The following is a quantum chemistry calculation of a 2-piece molecular cluster, C5H14 overall, from OMol25.

ΔE to the lowest compared entry with this formula, charge and spin   80.25 kJ/mol
SMILES   CCC.CC
LUMO energy   0.041 Ha
Highest occupied orbital energy   -10.89 eV
Kohn-Sham gap   12.0 eV

```
! wB97M-V def2-TZVPD RIJCOSX def2/J DEFGRID3
* xyz 0 1
C -2.21 1.56 1.86
C -1.02 0.71 1.43
C -0.49 1.11 0.05
H -2.80 1.14 2.69
H -3.01 1.74 1.14
H -1.93 2.55 2.26
H -0.38 0.78 2.30
H -1.40 -0.31 1.32
H -0.91 0.60 -0.81
H -0.40 2.19 -0.08
H 0.48 0.60 -0.04
C 1.52 -2.29 -1.38
C 1.88 -0.86 -1.67
H 0.70 -2.76 -1.92
H 2.41 -2.93 -1.44
H 1.37 -2.48 -0.31
H 2.60 -0.80 -2.50
H 2.47 -0.38 -0.89
H 1.11 -0.18 -2.03
*
```

Results of the natural (NBO) charge analysis, in e, for atoms 1 through 4: -0.6102 -0.4068 -0.6245 0.2045



[2]
The following is a quantum chemistry calculation of C4H10O3 as an isolated structure, from OMol25.

ΔE to the lowest compared entry with this formula, charge and spin   506.79 kJ/mol
LUMO energy (alpha / beta)   0.019 / 0.019 Ha
Highest occupied orbital energy (alpha / beta)   -7.33 / -7.33 eV
Kohn-Sham gap (alpha / beta)   7.9 / 7.9 eV

```
! wB97M-V def2-TZVPD RIJCOSX def2/J DEFGRID3
* xyz 0 1
C -1.42 -0.49 -0.23
C 0.90 -0.44 -0.48
C -0.64 0.26 0.65
C 2.06 -0.41 0.48
O -1.79 -0.11 -1.45
O 1.00 0.48 -1.54
O -2.57 0.50 1.31
H -1.29 0.67 -1.73
H 1.37 1.31 -1.21
H -2.99 1.25 0.87
H -1.65 -1.52 -0.01
H 0.75 -1.42 -0.93
H -0.43 1.30 0.45
H -0.41 -0.16 1.62
H 2.15 0.56 0.98
H 1.93 -1.17 1.25
H 3.01 -0.61 -0.04
*
```

Results of the natural (NBO) charge analysis, in e, for atoms 1 through 4: 0.4241 0.0600 -0.3210 -0.6619



[3]
The following is a quantum chemistry calculation of a 2-piece molecular cluster, C4H8BrNO overall, from OMol25.

ΔE to the lowest compared entry with this formula, charge and spin   196.36 kJ/mol
SMILES   [H]/N=C(/C)C(C)=O.Br
LUMO energy   -0.005 Ha
Highest occupied orbital energy   -9.51 eV
Kohn-Sham gap   9.4 eV

```
! wB97M-V def2-TZVPD RIJCOSX def2/J DEFGRID3
* xyz 0 1
H -1.07 -0.20 2.40
N -0.66 0.69 1.98
C -0.11 0.69 0.80
C 0.54 1.91 0.30
C -0.04 -0.62 0.02
C 1.35 -1.01 -0.65
O -0.75 -1.59 0.29
H -0.05 2.30 -0.64
H 0.63 2.59 1.06
H 1.53 1.61 0.00
H 1.09 -1.57 -1.52
H 1.85 -0.12 -0.96
H 1.94 -1.52 0.07
Br -3.57 -0.77 -0.11
H -4.26 -1.58 -1.28
*
```

Results of the natural (NBO) charge analysis, in e, for atoms 1 through 4: 0.3686 -0.5792 0.1820 -0.6514



[4]
The following is a quantum chemistry calculation of a 6-piece molecular cluster, C86H62BN4O16PS overall, from OMol25.

SMILES   [H]/N=C(\N)NCCCCC1=CC(=O)c2c(c(CB(O)O)cc(N)c2P(O)(O)=S)C1=O.O=C1c2ccccc2C(=O)c2ccccc21.O=C1c2ccccc2C(=O)c2ccccc21.O=C1c2ccccc2C(=O)c2ccccc21.O=C1c2ccccc2C(=O)c2ccccc21.O=C1c2ccccc2C(=O)c2ccccc21
LUMO energy   -0.083 Ha
Highest occupied orbital energy   -9.01 eV
Kohn-Sham gap   6.8 eV

```
! wB97M-V def2-TZVPD RIJCOSX def2/J DEFGRID3
* xyz 0 1
H 7.24 3.08 2.17
N 7.25 3.63 1.27
C 6.32 4.64 1.34
N 5.54 4.75 2.67
N 6.02 5.67 0.27
C 6.13 5.12 -1.13
C 4.78 5.37 -2.06
C 3.91 4.02 -2.36
C 3.63 3.06 -1.06
C 2.30 3.45 -0.18
C 2.18 4.83 0.36
C 0.93 5.38 1.31
O 1.21 6.35 2.18
C -0.51 4.63 1.10
C -0.44 3.05 0.54
C -1.85 2.25 0.33
C -1.92 0.70 -0.21
B -2.24 -0.25 1.10
O -1.12 -0.61 2.03
O -3.62 -0.71 1.38
C -3.27 2.99 0.70
C -3.32 4.54 1.24
N -4.72 5.11 1.54
C -1.92 5.42 1.44
P -1.97 7.28 2.03
O -3.61 7.93 2.02
O -1.28 7.33 3.63
S -0.97 8.37 0.72
C 1.06 2.41 0.20
O 1.31 1.08 0.21
H 4.69 5.33 2.56
H 5.33 3.79 3.03
H 5.11 6.17 0.43
H 6.37 3.97 -1.20
H 7.04 5.69 -1.65
H 4.10 6.24 -1.66
H 5.20 5.74 -3.11
H 2.84 4.36 -2.77
H 4.37 3.36 -3.24
H 3.49 1.96 -1.48
H 4.53 2.98 -0.30
H 3.03 5.61 0.13
H -2.87 0.61 -0.92
H -1.00 0.36 -0.84
H -0.82 0.26 2.44
H -4.07 -0.08 2.05
H -4.28 2.39 0.58
H -5.30 4.24 1.70
H -4.60 5.50 2.52
H -3.86 8.06 1.03
H -0.52 8.01 3.58
O -8.05 -6.31 -0.44
C -7.98 -5.14 -0.81
C -6.73 -4.38 -0.65
C -5.61 -5.00 -0.09
C -4.41 -4.29 0.03
C -4.33 -2.97 -0.41
C -5.45 -2.34 -0.95
C -6.66 -3.05 -1.06
C -7.85 -2.37 -1.61
O -7.80 -1.19 -1.92
C -9.10 -3.14 -1.79
C -10.22 -2.52 -2.35
C -11.39 -3.25 -2.55
C -11.45 -4.60 -2.20
C -10.33 -5.21 -1.63
C -9.15 -4.48 -1.42
H -5.66 -6.03 0.25
H -3.53 -4.78 0.45
H -3.39 -2.43 -0.33
H -5.39 -1.31 -1.28
H -10.18 -1.47 -2.63
H -12.26 -2.76 -2.99
H -12.36 -5.17 -2.37
H -10.38 -6.27 -1.36
O 3.36 8.61 10.00
C 3.77 7.86 9.12
C 4.74 6.79 9.45
C 5.17 6.63 10.77
C 6.05 5.60 11.10
C 6.51 4.73 10.11
C 6.09 4.90 8.78
C 5.21 5.94 8.46
C 4.79 6.12 7.05
O 5.25 5.41 6.17
C 3.81 7.18 6.73
C 3.37 7.34 5.41
C 2.42 8.31 5.10
C 1.90 9.12 6.10
C 2.34 8.97 7.42
C 3.30 8.00 7.73
H 4.82 7.30 11.55
H 6.39 5.47 12.13
H 7.18 3.92 10.36
H 6.45 4.22 8.01
H 3.78 6.71 4.61
H 2.08 8.43 4.07
H 1.15 9.87 5.86
H 1.93 9.61 8.20
O -7.44 -10.87 0.60
C -7.32 -11.28 -0.55
C -6.75 -10.42 -1.60
C -6.34 -9.12 -1.29
C -5.77 -8.31 -2.27
C -5.61 -8.79 -3.57
C -6.04 -10.08 -3.89
C -6.62 -10.89 -2.91
C -7.09 -12.25 -3.26
O -7.02 -12.65 -4.42
C -7.63 -13.12 -2.20
C -8.04 -14.42 -2.52
C -8.53 -15.27 -1.52
C -8.60 -14.81 -0.20
C -8.20 -13.51 0.12
C -7.72 -12.66 -0.89
H -6.45 -8.74 -0.28
H -5.44 -7.30 -2.02
H -5.16 -8.17 -4.33
H -5.92 -10.45 -4.91
H -7.98 -14.78 -3.54
H -8.84 -16.28 -1.76
H -8.97 -15.47 0.58
H -8.26 -13.17 1.15
O -1.58 -0.71 -4.28
C -2.08 -0.17 -5.26
C -3.50 0.21 -5.26
C -4.29 -0.04 -4.13
C -5.63 0.36 -4.11
C -6.19 1.00 -5.22
C -5.41 1.23 -6.36
C -4.07 0.83 -6.38
C -3.26 1.06 -7.59
O -3.77 1.56 -8.59
C -1.83 0.70 -7.58
C -1.04 0.95 -8.71
C 0.32 0.65 -8.70
C 0.90 0.09 -7.56
C 0.12 -0.17 -6.44
C -1.25 0.13 -6.45
H -3.86 -0.53 -3.26
H -6.24 0.17 -3.23
H -7.23 1.31 -5.20
H -5.85 1.72 -7.22
H -1.48 1.39 -9.61
H 0.93 0.85 -9.58
H 1.96 -0.14 -7.55
H 0.58 -0.61 -5.55
O 10.26 1.19 2.22
C 10.67 0.44 1.34
C 11.64 -0.63 1.67
C 12.07 -0.79 2.99
C 12.95 -1.82 3.31
C 13.41 -2.69 2.32
C 12.99 -2.52 1.00
C 12.11 -1.48 0.67
C 11.69 -1.30 -0.73
O 12.15 -2.01 -1.61
C 10.71 -0.24 -1.05
C 10.27 -0.08 -2.38
C 9.32 0.89 -2.69
C 8.80 1.70 -1.68
C 9.24 1.55 -0.36
C 10.20 0.58 -0.05
H 11.72 -0.12 3.77
H 13.29 -1.95 4.34
H 14.08 -3.50 2.58
H 13.35 -3.20 0.23
H 10.68 -0.72 -3.17
H 8.98 1.01 -3.71
H 8.05 2.45 -1.92
H 8.83 2.19 0.42
*
```

Results of the Löwdin charge analysis, in e, for atoms 1 through 4: 0.0588 0.0654 -0.3646 0.0599



[5]
The following is a quantum chemistry calculation of one molecule with the formula C3H2N2O2, from OMol25.

ΔE to the lowest compared entry with this formula, charge and spin   304.87 kJ/mol
LUMO energy   -0.009 Ha
Highest occupied orbital energy   -11.20 eV
Kohn-Sham gap   10.9 eV

```
! wB97M-V def2-TZVPD RIJCOSX def2/J DEFGRID3
* xyz 0 1
O -1.29 0.15 -1.40
C -1.48 -0.40 -0.36
C 0.10 1.84 0.98
N 0.84 1.04 0.54
C 1.38 -0.10 -0.01
N 0.73 -1.19 -0.17
O -0.56 -1.11 0.36
H -2.41 -0.42 0.22
H 2.42 -0.08 -0.31
*
```

Results of the natural (NBO) charge analysis, in e, for atoms 1 through 4: -0.5510 0.6281 0.3953 -0.5994



[6]
The following is a quantum chemistry calculation of an isolated ion of composition C3H9N and charge +1, from OMol25.

ΔE to the lowest compared entry with this formula, charge and spin   154.60 kJ/mol
LUMO energy (alpha / beta)   -0.121 / -0.322 Ha
⟨S²⟩   0.75
Highest occupied orbital energy (alpha / beta)   -16.91 / -16.91 eV
Kohn-Sham gap (alpha / beta)   13.6 / 8.2 eV

```
! wB97M-V def2-TZVPD RIJCOSX def2/J DEFGRID3
* xyz 1 2
C -0.76 1.19 -0.72
C -0.32 -0.28 -0.94
N 0.87 -0.86 -0.15
C 0.61 -0.76 1.38
H -0.81 1.45 0.36
H -1.74 1.28 -1.26
H 0.07 1.93 -0.97
H -0.19 -0.31 -2.07
H -1.10 -1.02 -0.72
H 1.68 -0.33 -0.44
H 1.51 -0.37 1.95
H -0.25 -0.21 1.70
H 0.43 -1.72 1.89
*
```

Results of the natural (NBO) charge analysis, in e, for atoms 1 through 4: -0.6173 -0.2921 -0.0653 -0.5032



[7]
The following is a quantum chemistry calculation of one molecule with the formula C5H9NO2, from OMol25.

ΔE to the lowest compared entry with this formula, charge and spin   419.98 kJ/mol
SMILES   CC(=O)[C@]1(C)CN1O
LUMO energy   0.031 Ha
Highest occupied orbital energy   -8.98 eV
Kohn-Sham gap   9.8 eV

```
! wB97M-V def2-TZVPD RIJCOSX def2/J DEFGRID3
* xyz 0 1
C -0.89 0.06 2.02
C 0.42 0.04 1.27
O 1.50 0.13 1.86
C 0.35 0.18 -0.24
C -0.58 1.13 -0.93
C 0.16 -1.37 -0.44
N 1.43 -0.46 -0.93
O 1.39 -0.17 -2.32
H -0.69 0.10 3.09
H -1.49 -0.83 1.83
H -1.48 0.96 1.78
H -0.82 1.97 -0.27
H -1.53 0.67 -1.22
H -0.17 1.57 -1.84
H -0.53 -1.64 -1.24
H 0.59 -2.18 0.13
H 2.34 -0.17 -2.54
*
```

Results of the natural (NBO) charge analysis, in e, for atoms 1 through 4: -0.7190 0.5813 -0.5451 -0.0129



[8]
The following is a quantum chemistry calculation of C60H57N2NaO7S4 as an isolated structure, from OMol25.

ΔE to the lowest compared entry with this formula, charge and spin   0.00 kJ/mol
LUMO energy   0.127 Ha
Highest occupied orbital energy   -2.19 eV
Kohn-Sham gap   5.6 eV

```
! wB97M-V def2-TZVPD RIJCOSX def2/J DEFGRID3
* xyz -2 1
Na -0.11 -0.21 0.33
O -2.31 -2.83 0.59
C -2.67 -3.13 -0.65
C -1.44 -3.50 -1.57
C -0.47 -2.42 -1.94
C 0.84 -2.78 -2.28
C 1.68 -1.80 -2.77
C 1.21 -0.51 -2.92
C -0.10 -0.24 -2.56
C -0.75 1.08 -2.77
C -0.44 2.12 -1.61
O -0.65 1.59 -0.40
C -1.41 3.31 -1.86
C -0.99 4.64 -1.90
C -1.89 5.67 -2.09
C -3.25 5.41 -2.21
C -3.68 4.10 -2.13
C -2.78 3.07 -1.97
C 0.98 2.69 -1.80
C 1.55 2.97 -3.04
C 2.79 3.58 -3.14
C 3.48 3.95 -2.00
C 2.92 3.69 -0.76
C 1.69 3.06 -0.67
N -0.90 -1.18 -2.06
C -3.55 -4.42 -0.74
C -3.68 -5.23 0.38
C -4.43 -6.39 0.35
C -5.06 -6.77 -0.83
C -4.94 -5.97 -1.96
C -4.19 -4.81 -1.91
C -3.62 -2.07 -1.25
C -4.58 -1.58 -0.37
C -5.55 -0.68 -0.78
C -5.55 -0.22 -2.08
C -4.60 -0.70 -2.97
C -3.66 -1.63 -2.57
H -1.81 -3.93 -2.50
H -0.90 -4.28 -1.03
H 1.16 -3.80 -2.18
H 2.70 -2.06 -3.06
H 1.84 0.27 -3.34
H -1.82 0.89 -2.74
H -0.49 1.51 -3.73
H 0.05 4.89 -1.80
H -1.53 6.70 -2.15
H -3.95 6.23 -2.34
H -4.74 3.88 -2.20
H -3.14 2.06 -1.92
H 1.03 2.74 -3.95
H 3.22 3.78 -4.12
H 4.44 4.44 -2.08
H 3.44 3.99 0.14
H 1.24 2.85 0.29
H -3.16 -4.90 1.28
H -4.52 -7.01 1.23
H -5.65 -7.68 -0.87
H -5.43 -6.26 -2.88
H -4.11 -4.21 -2.80
H -4.54 -1.94 0.65
H -6.31 -0.34 -0.08
H -6.29 0.51 -2.40
H -4.61 -0.35 -3.99
H -2.94 -2.00 -3.28
O -0.28 -1.18 2.11
C -0.09 -2.20 2.74
C 0.83 -3.27 2.44
C 1.01 -4.27 3.37
C 1.87 -5.34 3.14
C 2.51 -5.45 1.88
C 2.34 -4.48 0.95
C 1.55 -3.29 1.18
O 1.53 -2.36 0.35
N 2.11 -6.29 4.14
O 2.85 -7.25 3.89
O 1.59 -6.13 5.25
H -0.66 -2.37 3.68
H 0.49 -4.23 4.32
H 3.14 -6.31 1.71
H 2.84 -4.55 -0.01
C -4.82 3.58 1.74
C -4.88 2.32 0.89
S -3.24 1.56 0.54
C -3.05 0.50 1.99
C -2.68 1.22 3.27
S -1.05 2.03 3.33
C -1.14 3.36 2.09
C -2.16 4.43 2.45
S -3.51 4.76 1.25
H -4.67 3.36 2.79
H -5.75 4.14 1.64
H -5.27 2.57 -0.10
H -5.52 1.57 1.36
H -2.29 -0.22 1.71
H -4.00 -0.03 2.14
H -2.64 0.52 4.10
H -3.43 1.99 3.52
H -1.28 2.90 1.11
H -0.14 3.78 2.13
H -1.67 5.40 2.51
H -2.64 4.24 3.41
O 1.71 0.44 1.21
S 2.84 -0.44 1.00
C 3.70 0.34 -0.45
C 5.06 -0.20 -0.66
C 5.28 -1.57 -0.66
C 6.55 -2.08 -0.82
C 7.63 -1.24 -1.00
C 7.43 0.13 -1.02
C 6.15 0.65 -0.85
C 4.11 0.09 2.32
C 4.29 1.55 2.40
C 5.50 2.15 2.04
C 5.66 3.52 2.13
C 4.62 4.32 2.56
C 3.41 3.73 2.90
C 3.24 2.36 2.83
H 3.68 1.42 -0.29
H 3.02 0.08 -1.26
H 4.43 -2.23 -0.52
H 6.70 -3.15 -0.80
H 8.63 -1.64 -1.11
H 8.27 0.80 -1.15
H 5.99 1.72 -0.86
H 5.02 -0.46 2.08
H 3.65 -0.31 3.22
H 6.31 1.52 1.70
H 6.61 3.97 1.87
H 4.74 5.39 2.63
H 2.58 4.35 3.21
H 2.30 1.91 3.10
*
```

Results of the Löwdin charge analysis, in e, for atoms 1 through 4: 0.2172 -0.1632 -0.5772 -0.0427



Number 1: maximum force 0.0476 Eh/bohr. Number 2: maximum force 0.0673 Eh/bohr. Number 3: maximum force 0.0812 Eh/bohr. Number 4: maximum force 0.1629 Eh/bohr. Number 5: maximum force 0.0214 Eh/bohr. Number 6: maximum force 0.1147 Eh/bohr. Number 7: maximum force 0.0798 Eh/bohr. Number 8: maximum force 0.0680 Eh/bohr.